(1)
{"formula": "C16H20Cl3FeN7S2", "method": "the ωB97M-V functional and the def2-TZVPD basis", "homo_lumo_gap_ev": [6.264, 6.261], "spin_multiplicity": 1, "total_energy_ev": -120969.7997, "lumo_energy_ev": [-0.36, -0.35], "elements": ["C", "Cl", "C", "H", "H", "C", "H", "H", "H", "C", "Cl", "H", "H", "H", "C", "Cl", "N", "H", "N", "C", "C", "H", "C", "Fe", "C", "H", "C", "H", "S", "H", "H", "C", "S", "H", "C", "N", "C", "N", "H", "C", "C", "N", "H", "H", "N", "N", "H", "H", "C"], "positions_angstrom": [[1.533427, 2.050931, -1.119638], [-3.112457, -3.027395, -1.637534], [4.148422, -4.316929, -0.966127], [-2.151062, 1.156462, 1.066292], [-2.606751, 0.230113, -0.195197], [-1.789868, 2.003953, -0.756461], [0.061163, -0.701816, -2.288510], [1.771952, 3.052947, -1.501128], [2.447549, 1.592785, -0.756984], [2.800351, -4.026601, -1.091448], [-4.975949, -1.520533, -0.001596], [-0.943309, 3.448094, 0.546736], [-1.663108, 1.636664, -1.772245], [1.749579, 1.136978, -3.035596], [5.016763, -3.358347, -0.427250], [-4.067465, -4.139060, 0.861373], [7.562237, -3.756918, -0.229132], [-0.246880, 0.290945, 3.119398], [-1.880033, 0.846985, 0.138305], [1.000167, 1.167519, -2.241571], [0.456241, 2.139172, 2.467597], [2.218985, 2.061613, 1.298608], [1.259785, 2.576800, 1.246657], [0.196179, -0.011381, 0.161908], [-2.486544, -2.004980, 0.696118], [5.163611, -1.417814, 0.457121], [-0.621077, 2.877235, -0.326764], [1.452806, 3.655562, 1.243657], [0.572621, -2.483344, -0.913902], [-0.575852, 2.491864, 2.406114], [0.896939, 2.570745, 3.370075], [2.266616, -2.802788, -0.673980], [2.583661, -0.327125, 0.630069], [1.323762, 0.258310, 2.670395], [6.426871, -3.600297, -0.321144], [-1.561737, -1.395688, 1.000613], [3.139948, -1.858000, -0.065819], [5.043634, -6.631453, -1.692610], [-0.394745, 3.598993, -1.117763], [4.499387, -2.151111, 0.019527], [4.644235, -5.601599, -1.374677], [0.417530, 0.662020, 2.449619], [2.137839, -4.762581, -1.525333], [1.530689, -0.739703, -1.585936], [0.687987, -0.192179, -1.681689], [0.586140, 2.106494, 0.029946], [0.092305, 1.588387, -2.672870], [-2.695054, 2.621256, -0.747831], [-3.603540, -2.661934, 0.022623]], "atomic_forces_ev_per_a": [[-0.09, 0.20, -0.18], [0.04, 0.03, 0.05], [0.02, -0.04, -0.04], [0.06, -0.20, 0.08], [-0.07, 0.01, 0.04], [-0.11, 0.23, 0.03], [0.17, -0.04, -0.16], [-0.16, 0.05, 0.06], [0.08, 0.13, 0.01], [0.08, 0.04, -0.05], [0.04, 0.02, 0.04], [0.09, 0.04, 0.01], [-0.01, -0.07, 0.03], [-0.02, -0.14, -0.02], [0.07, 0.02, 0.06], [0.04, 0.03, 0.06], [0.00, -0.01, 0.00], [-0.02, 0.06, 0.01], [0.32, 0.68, -0.95], [-0.01, 0.04, 0.23], [0.12, -0.39, -0.23], [0.09, 0.15, -0.07], [-0.29, -0.11, 0.33], [1.32, 0.35, 1.69], [0.17, -0.09, -0.27], [0.03, -0.02, 0.00], [0.03, 0.12, 0.22], [-0.14, 0.02, -0.08], [-0.71, -2.78, 1.58], [0.03, 0.10, 0.05], [0.01, -0.09, 0.04], [0.03, 0.33, 0.25], [-0.21, -0.77, -0.05], [0.03, -0.01, -0.12], [-0.01, 0.01, 0.02], [-0.44, -1.24, 1.04], [-0.13, -0.09, 0.03], [-0.04, -0.01, -0.02], [0.02, 0.06, 0.06], [-0.08, 0.05, -0.01], [0.03, 0.04, -0.03], [-0.58, 0.06, -0.19], [-0.02, 0.00, 0.03], [0.11, 0.17, -0.47], [-0.07, 3.69, -1.90], [0.30, -0.41, -1.03], [0.03, -0.01, -0.08], [0.00, -0.01, -0.04], [-0.15, -0.19, -0.08]]}

---

(2)
{"formula": "C16H20ClFN2O2", "method": "the ωB97M-V functional and the def2-TZVPD basis", "smiles": "O=C(/C=C/c1c(F)cccc1Cl)NCCCN1CCOCC1", "homo_lumo_gap_ev": 8.490, "spin_multiplicity": 1, "total_energy_ev": -39231.3283, "lumo_energy_ev": 0.05, "elements": ["C", "H", "H", "C", "H", "H", "C", "H", "C", "H", "H", "N", "H", "H", "C", "C", "F", "H", "C", "C", "H", "H", "C", "H", "O", "O", "H", "C", "H", "C", "C", "C", "H", "H", "H", "C", "C", "Cl", "C", "N", "H", "H"], "positions_angstrom": [[-3.562991, 0.435501, 0.211122], [5.429290, 0.202825, 1.791075], [-6.867467, 1.900183, -1.244982], [-2.327178, -0.039507, 0.816938], [-1.402467, -1.037267, -0.809886], [-6.056652, -0.313995, -1.975057], [-1.361580, -0.746886, 0.228787], [3.649814, 0.743016, -1.910540], [5.661109, 1.507653, -1.743784], [3.104402, -0.036667, 1.560344], [6.324627, 2.198884, 0.666823], [4.366386, 0.498664, 0.027636], [2.329097, 0.238000, -0.000663], [2.002419, -3.475618, 0.740273], [-5.953584, 1.498456, -0.837338], [4.581020, 0.477363, -1.405910], [-3.390827, 2.382452, 1.528328], [0.550462, -2.082407, -0.676537], [-4.322322, -0.260619, -0.735858], [-0.168804, -1.155260, 1.007779], [5.897401, 1.489639, -2.809272], [4.916138, -0.511844, -1.764655], [1.950472, -2.388215, 0.867405], [-5.572336, 3.180755, 0.456737], [-0.003290, -0.871754, 2.178562], [6.864092, 1.226762, -1.067764], [1.908239, -2.156347, 1.934276], [3.196751, -0.217530, 0.486118], [5.977836, -0.832257, 0.440691], [6.655717, 1.206817, 0.325681], [-4.077056, 1.674276, 0.613438], [-5.240249, 2.216648, 0.106782], [5.300533, 2.508495, -1.462966], [-2.163962, 0.256067, 1.847370], [7.620923, 0.968386, 0.775734], [-5.499291, 0.259683, -1.251638], [5.600552, 0.168880, 0.713768], [-3.857983, -1.840434, -1.252915], [3.179074, -1.734841, 0.234135], [0.716076, -1.902535, 0.300786], [4.069711, -2.190640, 0.668908], [3.183403, -1.933360, -0.840566]], "atomic_forces_ev_per_a": [[-0.26, 0.21, -0.15], [0.03, -0.03, 0.04], [-0.09, 0.04, -0.04], [0.56, -0.14, 0.10], [-0.07, 0.00, -0.07], [-0.02, -0.07, -0.05], [-0.35, 0.31, 0.12], [-0.01, -0.02, -0.05], [-0.33, -0.11, -0.23], [-0.10, 0.00, 0.00], [0.04, -0.08, 0.01], [0.11, 0.06, -0.05], [-0.03, -0.02, 0.11], [-0.02, 0.11, 0.11], [0.16, -0.07, 0.08], [0.26, 0.26, 0.00], [-0.01, -0.09, -0.05], [-0.14, 0.07, 0.09], [-0.15, 0.34, 0.14], [-0.01, -0.08, -0.02], [-0.06, 0.03, 0.04], [-0.06, 0.04, -0.03], [0.34, -0.11, 0.06], [0.00, 0.10, 0.05], [0.02, 0.12, 0.24], [0.13, -0.08, -0.07], [0.02, -0.12, -0.10], [-0.05, -0.23, -0.04], [-0.01, 0.03, 0.07], [-0.04, -0.20, 0.36], [-0.12, -0.16, -0.22], [0.10, 0.01, 0.12], [0.00, -0.07, -0.05], [0.07, -0.06, 0.03], [-0.07, 0.04, 0.03], [-0.02, -0.07, -0.08], [0.19, 0.27, -0.14], [-0.07, -0.26, -0.17], [-0.19, 0.28, 0.18], [0.08, -0.10, -0.27], [0.06, -0.07, -0.06], [0.09, -0.07, -0.04]]}

---

(3)
{"formula": "C16H20F2N4O4S2", "method": "the ωB97M-V functional and the def2-TZVPD basis", "homo_lumo_gap_ev": 8.548, "spin_multiplicity": 1, "total_energy_ev": -58167.5207, "lumo_energy_ev": 0.16, "elements": ["F", "O", "O", "N", "H", "C", "C", "C", "H", "N", "C", "H", "C", "H", "C", "H", "N", "C", "O", "H", "N", "H", "C", "H", "C", "O", "C", "F", "H", "H", "C", "C", "C", "H", "H", "H", "H", "S", "H", "S", "C", "C", "H", "H", "C", "H", "H", "H"], "positions_angstrom": [[-0.564326, -0.057741, 6.460126], [-2.789532, -0.565277, 0.271675], [-0.761698, -0.689803, 3.946642], [0.010047, -1.629520, -0.513567], [1.854759, 0.320187, -4.149025], [-0.514589, -1.138971, -1.553746], [-2.316472, 1.148274, 3.471812], [-4.245504, -0.650247, -2.107458], [3.460760, 1.699856, -2.019381], [-1.744095, -1.478130, -1.799759], [-2.168920, 1.720397, 6.181981], [-4.006134, -0.518042, -3.194634], [3.775759, 0.076672, -3.282031], [-1.356083, -1.351833, 2.161611], [0.239851, -0.748759, -2.597694], [5.105085, 0.288172, -4.827527], [2.104839, -0.897793, -1.185182], [4.270290, 1.241811, -2.473582], [3.272423, 1.207512, -5.485235], [-0.212921, -0.379995, -3.499474], [2.287825, 0.006991, -3.259417], [-3.827532, 2.587416, 3.349240], [-1.474478, 0.451055, 4.319620], [3.808279, 2.034758, -5.576628], [1.559254, -0.659468, -2.278917], [-2.254231, 1.013005, -1.424991], [-3.174469, 2.095942, 4.041675], [-1.995878, 2.055777, 7.569842], [-2.276989, 1.030859, 2.433152], [4.279699, -0.742567, -2.872197], [3.992678, 0.163804, -4.784598], [-2.995053, 2.434122, 5.381039], [1.300110, -1.440022, -0.341297], [1.157592, -2.426064, 3.437767], [0.049614, -2.997017, 2.219232], [-3.583982, 3.175733, 5.961535], [-1.908342, -2.304730, -1.253417], [1.965552, -1.635508, 1.222239], [3.669774, -0.783739, -5.275013], [-2.667469, -0.330052, -1.204259], [-1.407576, 0.719736, 5.702720], [0.624568, -2.042419, 2.502756], [4.766763, 1.939362, -3.106409], [4.820343, 0.901163, -1.530920], [-0.448866, -0.918838, 2.597198], [-4.361043, -1.728547, -1.981523], [-0.282176, -0.040497, 1.952211], [-5.037506, -0.157025, -1.606191]], "atomic_forces_ev_per_a": [[-1.10, 1.13, -0.60], [-0.52, -0.44, -2.91], [0.34, 1.74, 1.08], [0.97, -1.38, 4.37], [0.22, -0.54, 1.32], [5.20, -0.60, -3.41], [-0.10, 0.55, 1.84], [2.73, -1.47, -0.31], [-1.77, 1.27, 0.51], [-5.20, -1.44, -1.64], [1.23, 0.61, 3.47], [-0.64, 0.52, 1.08], [-3.05, 1.44, -1.15], [0.09, 0.08, -0.24], [-1.22, 0.94, -0.03], [-0.72, -0.05, -0.90], [3.23, -1.06, 2.70], [1.28, -1.04, 1.46], [0.97, 0.47, 0.49], [0.20, -0.08, -0.28], [0.80, -0.99, 0.34], [-0.42, 0.49, 0.22], [0.69, -1.99, -0.06], [-0.61, -1.25, 0.35], [0.63, 4.33, -7.24], [0.93, 0.33, -1.71], [1.44, -0.01, 0.10], [-0.65, -0.51, -2.71], [-0.20, -0.59, -1.35], [0.16, -2.00, 0.13], [2.02, -0.07, -0.47], [-2.31, 1.22, 0.43], [-1.72, -0.23, 2.45], [-0.47, 1.45, -1.10], [1.05, 1.36, -0.10], [0.25, -0.33, -0.96], [-0.66, -0.65, 0.32], [0.61, -0.90, 2.45], [0.41, 0.65, 0.42], [-4.89, 1.76, 5.16], [1.57, -2.05, -0.90], [-0.43, -1.53, -0.99], [0.87, 0.72, -0.03], [0.04, 0.47, -1.67], [-0.93, -1.17, -0.70], [-0.25, -0.03, 0.08], [0.59, 0.01, 0.71], [-0.65, 0.86, -0.02]]}

---

(4)
{"formula": "C16H20FN3O2", "method": "the ωB97M-V functional and the def2-TZVPD basis", "smiles": "CO[C@@H]1CCCN(Cc2nc(Cc3ccccc3F)no2)C1", "homo_lumo_gap_ev": 9.244, "spin_multiplicity": 1, "total_energy_ev": -28197.9835, "lumo_energy_ev": 0.78, "elements": ["H", "C", "H", "H", "C", "H", "C", "H", "H", "O", "H", "H", "H", "C", "C", "N", "C", "C", "C", "H", "O", "H", "F", "H", "C", "H", "C", "C", "H", "C", "H", "N", "N", "C", "H", "C", "C", "C", "H", "H", "H", "H"], "positions_angstrom": [[3.555794, 0.677797, -1.151897], [-4.653308, -0.304046, 0.158334], [4.128952, -1.571227, -0.268448], [-1.835817, 1.501728, 0.396687], [2.560486, -1.375281, 1.189481], [-5.477134, 2.412852, -1.643191], [0.082898, -1.755152, -0.840809], [1.956278, 0.907949, -1.887819], [-3.144854, -1.719978, 1.808837], [1.896153, 2.270082, 0.430441], [3.797527, 2.651784, 1.194863], [2.892075, -2.834022, -0.382263], [-3.176259, 3.029739, -0.986758], [-2.843438, 1.234529, 0.118733], [1.940392, 0.862257, 0.280017], [2.431915, -1.027531, -1.290941], [1.201178, -1.573891, -1.815180], [-5.424447, 0.539998, -0.619467], [-3.597552, 2.089934, -0.664417], [-2.033956, -0.376465, 2.172137], [-0.212396, -2.981026, -0.391015], [1.515764, -1.661844, 1.319381], [-5.191782, -1.479803, 0.556125], [3.766987, 0.393154, 1.341464], [-2.532598, -0.931218, 1.372258], [3.144190, -1.912744, 1.939024], [3.051931, -1.767914, -0.208951], [-4.887368, 1.745607, -1.033417], [2.854157, 4.014930, 0.559721], [-1.489414, -1.561238, 0.523604], [0.853257, -0.913981, -2.613602], [-0.679107, -0.847326, -0.311133], [-1.236971, -2.838546, 0.496272], [-3.360313, 0.018170, 0.547104], [-6.425182, 0.242386, -0.890457], [2.496296, 0.404814, -1.083937], [2.706933, 0.131125, 1.389048], [3.116700, 2.970337, 0.399144], [2.321586, 0.431607, 2.365382], [3.622973, 2.878064, -0.567047], [1.425412, -2.559638, -2.237079], [0.882052, 0.584010, 0.329789]], "atomic_forces_ev_per_a": [[-0.03, 0.12, -0.02], [0.08, 0.20, -0.03], [0.02, -0.09, 0.07], [0.10, 0.04, 0.03], [0.16, 0.06, -0.14], [-0.05, 0.05, -0.05], [-0.57, 0.30, 0.30], [0.04, 0.05, -0.03], [0.06, 0.11, 0.05], [-0.08, 0.04, -0.04], [0.02, 0.02, -0.02], [0.08, -0.01, -0.02], [0.04, 0.09, -0.03], [-0.19, 0.05, -0.03], [0.01, -0.29, 0.06], [-0.08, -0.07, -0.03], [0.25, -0.19, -0.12], [-0.02, -0.16, 0.06], [0.09, 0.12, -0.01], [-0.06, -0.07, 0.01], [0.60, 0.21, -0.57], [-0.05, -0.07, 0.05], [0.09, 0.08, -0.02], [0.07, 0.04, 0.05], [-0.12, -0.07, 0.02], [-0.04, -0.06, 0.02], [0.03, -0.12, 0.14], [0.01, -0.06, 0.02], [0.13, 0.01, -0.02], [0.49, -0.54, -0.23], [-0.03, -0.13, 0.03], [0.31, 0.02, -0.46], [-0.87, -0.16, 0.83], [-0.27, -0.15, 0.10], [-0.10, -0.05, -0.01], [-0.13, 0.34, 0.17], [-0.31, 0.15, -0.14], [0.01, 0.02, 0.01], [0.05, 0.05, 0.01], [0.03, 0.03, 0.03], [-0.10, 0.11, -0.06], [0.33, -0.01, 0.01]]}